Density functional theory data (ωB97M-V/def2-TZVPD) for an isolated ion of composition C13H19N2 and charge +1 in a non-equilibrium geometry.

SMILES: C=[NH+][C@@]1(N)C[C@]1(c1ccccc1)C(C)C
Gap between HOMO and LUMO (spin up / spin down) in eV: 7.42 / 7.42
2S+1: 1
Highest occupied orbital energy (spin up / spin down) in Eh: -0.4418 / -0.4418
Net charge: +1

Each line ends with the Mulliken charge.
Element x y z (Å)
N -2.56530 1.20459 -1.09399  -0.58
N -0.84761 2.21750 -0.03975  0.00
C -1.93338 -1.81829 0.24430  -1.43
C 3.21231 0.23806 1.81104  -0.21
C -0.26182 0.70599 -1.84599  -1.60
C -1.63763 3.17054 0.41549  -0.30
C 2.20585 -0.00727 -0.31358  0.41
C -1.21863 1.15853 -0.85278  0.49
C 1.94065 0.27654 2.37550  -1.22
C 3.34784 0.09604 0.45686  -1.13
C 0.82258 0.11818 1.57653  0.76
C 0.94281 0.03200 0.21558  -1.18
C -0.76016 -1.61851 -0.79250  -0.20
C -0.20777 -0.25027 -0.69456  1.38
C 0.39401 -2.68201 -0.58011  -1.09
H -2.73408 -1.04361 0.21314  0.25
H 4.08421 0.23662 2.50631  0.36
H -0.01608 -3.70283 -0.35663  0.44
H -2.27074 -2.87922 0.25206  0.44
H 0.19186 2.38514 0.01541  0.30
H -1.56294 -1.84180 1.25064  0.38
H -0.73187 0.22380 -2.67355  0.48
H -3.27766 1.40902 -0.30766  0.24
H -2.84943 0.76666 -2.02600  0.26
H 2.20560 -0.30572 -1.40146  0.30
H 4.26166 0.28389 -0.03239  0.44
H -0.19397 0.05482 1.90440  0.50
H 0.94887 -2.31465 0.37491  0.23
H -1.20078 -1.86561 -1.70793  0.51
H 0.97713 -2.75595 -1.51961  0.31
H -1.11210 3.86039 1.13322  0.29
H 0.66663 1.15475 -2.05403  0.37
H -2.76183 3.17655 0.14284  0.30
H 1.94176 0.31611 3.40428  0.50

Cartesian forces (eV/Å) of the 6 atoms listed first:
N -2.9 -0.6 -1.3
N 0.8 3.0 0.6
C 0.5 -0.8 0.1
C 0.5 -0.1 1.3
C 0.2 -2.1 -0.5
C 0.5 -1.0 0.2

Density functional theory data (ωB97M-V/def2-TZVPD) for a 2-piece molecular cluster, C4H13N2O overall in a non-equilibrium geometry.

Gap between HOMO and LUMO in eV: 9.38
2S+1: 1
Highest occupied orbital energy in Eh: -0.4601
Net charge: +1

Each line ends with the Mulliken charge.
Element x y z (Å)
O -0.79744 -2.17743 1.92150  -0.56
N -0.75116 -0.67903 -1.18420  -0.29
N 1.47819 1.10480 -1.45933  -0.47
C 0.94064 0.92814 -0.17502  0.45
C 1.41070 0.02379 0.74756  -1.00
C -1.44580 0.37791 -0.34752  -0.48
C -0.39855 1.36280 0.18851  -0.57
H -1.41776 -1.32113 -1.51874  0.35
H 1.56722 2.06015 -1.72505  0.24
H 2.40967 -0.23633 0.86911  0.31
H -0.15748 -0.18170 -1.84916  0.35
H -1.62293 -2.71329 1.82975  0.29
H -0.41369 -2.61789 2.62677  0.28
H 0.95176 -0.39362 1.63344  0.21
H -0.18066 -1.37249 -0.53982  0.36
H -0.47197 1.37841 1.34386  0.30
H -1.82099 -0.23409 0.56200  0.23
H -0.74348 2.38528 -0.06786  0.40
H 2.34557 0.57542 -1.55294  0.24
H -2.19692 0.95443 -0.95988  0.37

Cartesian forces (eV/Å) of the 6 atoms listed first:
O -2.6 0.4 -2.4
N 0.7 -1.0 2.6
N -0.1 -0.8 0.8
C 1.5 -2.3 2.7
C 0.1 1.4 -0.8
C -0.7 -0.9 1.4

Density functional theory data (ωB97M-V/def2-TZVPD) for H13O7V as an isolated structure in a non-equilibrium geometry.

Gap between HOMO and LUMO (spin up / spin down) in eV: 7.26 / 8.51
2S+1: 4
Highest occupied orbital energy (spin up / spin down) in Eh: -0.4020 / -0.4482
Net charge: +1

Each line ends with the Löwdin spin population.
Element x y z (Å)
V 21.84395 -21.97063 17.01468  2.78
O 21.99113 -21.14776 19.07504  0.02
O 23.58413 -23.07013 17.88173  0.02
O 20.54836 -23.53783 17.64359  0.03
O 20.21213 -20.86435 16.34667  0.07
O 21.08276 -19.46627 14.23143  0.00
O 22.42296 -22.94468 15.09656  0.02
O 23.37346 -20.61765 16.37479  0.03
H 22.60623 -21.42900 19.75237  0.00
H 20.87104 -20.01360 14.98764  0.00
H 20.98772 -18.56886 14.55058  0.00
H 24.27006 -20.63073 16.03989  0.00
H 21.84469 -20.21901 19.25452  0.00
H 22.29662 -23.80955 14.70633  0.00
H 19.33341 -20.43753 16.33200  0.00
H 20.64304 -23.92014 18.51600  0.00
H 19.63777 -23.70976 17.40376  0.00
H 23.03666 -22.50366 14.50911  0.00
H 23.25015 -19.72431 16.69569  0.00
H 23.71482 -23.55378 18.69735  0.00
H 24.23504 -23.43268 17.28081  0.00

Cartesian forces (eV/Å) of the 6 atoms listed first:
V -1.1 0.5 -0.3
O -0.2 -0.1 -0.2
O 0.0 0.0 -0.1
O 0.2 -0.4 0.2
O 0.5 -0.2 0.3
O 0.7 0.6 -1.0

Density functional theory data (ωB97M-V/def2-TZVPD) for a 11-piece molecular cluster, C45H109N11O7 overall in a non-equilibrium geometry.

SMILES: CCN(CC)CC.CCN(CC)CC.CCN(CC)CC.CCN(CC)CC.CNC(C)=O.CNC(C)=O.CNC(C)=O.CNC(C)=O.CNC(C)=O.CNC(C)=O.CNC(C)=O
Gap between HOMO and LUMO in eV: 8.45
2S+1: 1
Highest occupied orbital energy in Eh: -0.3013
Net charge: 0

Each line ends with the Mulliken charge.
Element x y z (Å)
O -10.02511 7.35647 -8.21349  -0.64
O -14.83072 9.81802 -2.28014  -0.63
O -8.91427 3.06339 8.90887  -0.63
O -5.70373 5.74192 0.61026  -0.66
O -0.52862 -1.18067 -1.07719  -0.64
O 3.50248 7.55287 -7.64148  -0.63
O -9.39124 13.06704 5.34972  -0.65
N 0.66924 3.86198 5.40548  0.06
N -14.50825 9.38252 -0.11697  -0.21
N -13.75239 2.34759 -0.99743  -0.10
N -11.77905 8.19325 -7.00261  -0.19
N -4.17771 6.90827 -0.56028  -0.16
N -0.19096 -2.87690 0.32398  -0.20
N 2.69834 5.68785 -8.73903  -0.20
N -9.35442 5.25040 8.97116  -0.20
N -6.02036 -2.37446 -7.56952  -0.06
N -1.53035 12.03683 -2.11846  0.06
N -11.33000 14.19012 5.01033  -0.19
C -0.78662 3.87435 5.08250  -0.58
C -0.41237 -3.82027 1.40308  -0.73
C -3.96357 5.84149 -1.56670  -0.84
C 1.04831 2.53299 5.89013  -0.25
C 3.68781 7.63253 -9.96824  -0.98
C -9.15404 4.06658 9.56879  0.66
C 2.48431 4.72840 -7.65198  -0.79
C -10.48006 7.78198 -7.13528  0.64
C -2.03784 13.36801 -1.68455  -0.46
C -5.21801 7.98927 1.42444  -1.00
C -1.59124 4.09678 6.30984  -1.15
C -9.44060 5.44974 7.54406  -0.83
C -3.41397 13.67768 -2.31124  -1.40
C -12.77028 8.20426 -8.11221  -0.79
C -4.80870 -2.89551 -6.89370  -0.25
C -2.41838 -1.90816 0.20658  -1.01
C -6.19354 -0.97924 -7.21342  -0.34
C -16.73778 9.33097 -0.98758  -1.02
C 3.21556 6.95850 -8.70027  0.64
C 1.33561 3.80674 2.96341  -0.95
C -14.50676 2.96912 0.11954  -0.33
C -15.06616 3.42587 -2.77190  -1.25
C -9.98137 14.09405 5.00990  0.70
C -0.17987 11.76574 -1.54509  -0.38
C -0.98288 -1.98394 -0.28589  0.64
C -14.85525 1.92802 1.25466  -1.24
C -7.20407 -3.19201 -7.14721  -0.38
C -13.00299 9.40799 -0.11013  -0.84
C -3.48852 -2.29617 -7.35388  -1.44
C -7.14551 -0.25484 -8.19394  -1.32
C -13.64815 3.32635 -2.10451  -0.42
C -9.61219 7.72921 -5.90263  -0.94
C -15.27535 9.51061 -1.20283  0.72
C -12.37232 2.14693 -0.46979  -0.25
C 2.49758 2.46398 6.38863  -1.40
C -9.25454 4.04941 11.07534  -0.96
C 1.46676 4.46887 4.32510  -0.73
C -12.27355 13.18336 5.38857  -0.83
C -9.21783 15.29886 4.47136  -0.96
C -7.03040 -4.70090 -7.56082  -1.34
C -1.46639 11.79136 -3.59227  -0.70
C -0.60046 12.84407 -4.34661  -1.00
C -0.20305 11.77933 -0.03841  -1.35
C -5.00469 6.77702 0.48354  0.74
C -11.63892 1.15444 -1.32859  -1.28
H -10.33323 4.93752 7.18497  0.27
H 0.81018 1.76488 5.15433  0.36
H -6.57189 -0.88663 -6.19539  0.34
H -9.26528 8.74866 -5.73393  0.26
H -1.07475 2.97365 4.54045  0.32
H -15.37716 1.06855 0.83395  0.31
H -13.97743 3.83770 0.51130  0.29
H 2.76895 1.63657 7.04428  0.41
H -0.94720 4.70858 4.39958  0.40
H 1.14960 5.51050 4.27508  0.40
H -4.50439 7.90405 2.24393  0.26
H -13.94371 1.52271 1.69390  0.31
H -3.44763 -2.39610 -8.43852  0.34
H 0.16347 10.78922 -1.88662  0.40
H -12.40779 1.71987 0.53244  0.27
H 2.53143 4.57211 4.53464  0.36
H -0.11228 -3.41953 2.37129  0.28
H -15.00254 3.98389 -3.70607  0.44
H -3.56686 7.71221 -0.53508  0.17
H -2.91018 -2.82822 0.52234  0.33
H -16.91285 8.60797 -0.19089  0.34
H -2.25601 13.44435 -0.61934  0.41
H -3.39209 13.82085 -3.39158  0.29
H -1.04966 10.80908 -3.81490  0.41
H -0.53695 12.64273 -5.41597  0.40
H -7.32498 0.78958 -7.93883  0.41
H -8.03299 -5.12081 -7.47969  0.37
H -7.44320 -3.05367 -6.09280  0.37
H -11.66443 1.45248 -2.37675  0.28
H -15.53764 2.34707 1.99413  0.40
H -11.78661 3.06556 -0.43557  0.30
H -1.35519 14.20896 -1.80656  0.42
H -13.23752 4.28102 -1.77572  0.32
H 2.97601 3.79818 -7.93664  0.28
H -2.45624 -1.14627 0.98518  0.25
H -12.89089 7.17319 -8.44455  0.25
H 2.76184 3.33298 6.99121  0.35
H -12.94731 13.56467 6.15587  0.28
H -15.43836 3.39539 -0.25262  0.31
H -14.99645 8.97443 0.66740  0.20
H -12.56640 8.41701 0.01418  0.29
H -8.12299 -0.73540 -8.23532  0.30
H -5.27649 -0.39228 -7.26445  0.28
H -6.77351 -0.29728 -9.21762  0.32
H 0.47188 2.30459 6.78661  0.28
H 0.23250 -4.68780 1.26293  0.29
H 0.42024 12.88534 -3.96640  0.29
H 0.75654 -2.65618 0.05264  0.22
H 2.81094 7.95257 -10.53107  0.31
H 0.59101 12.42101 -1.95064  0.26
H -12.84443 12.93460 4.49397  0.29
H -12.40842 8.79765 -8.95188  0.26
H -2.63143 3.79185 6.19536  0.35
H -0.87598 11.07758 0.45435  0.29
H -8.50442 15.66859 5.20786  0.29
H -12.51235 9.82671 0.76854  0.31
H -8.57702 3.27127 11.42683  0.28
H 1.88166 4.32086 2.17246  0.41
H -8.83645 15.06002 3.47858  0.25
H 2.96209 5.05284 -6.72755  0.30
H -4.98033 8.93770 0.94270  0.30
H -12.97491 2.98309 -2.89000  0.34
H -1.24321 3.51235 7.16156  0.28
H -13.73012 8.59202 -7.77094  0.32
H 3.20684 2.46898 5.56097  0.29
H -4.08090 12.83969 -2.10859  0.33
H -8.61099 5.08244 6.93995  0.26
H -9.59736 6.51781 7.39325  0.32
H 4.37402 6.97209 -10.49837  0.29
H -10.28870 3.89990 11.38559  0.24
H -0.97247 13.84199 -4.11453  0.25
H -0.47665 12.74625 0.38385  0.32
H -8.15375 -2.92293 -7.60958  0.33
H -17.21931 8.95689 -1.89107  0.29
H -6.55268 -4.94532 -8.50957  0.38
H 4.19205 8.54615 -9.65337  0.28
H -12.54037 9.94666 -0.93712  0.31
H -11.67416 15.09200 4.71324  0.20
H 2.31794 5.39826 -9.62871  0.22
H -8.90293 4.98506 11.51015  0.33
H -3.85743 6.29452 -2.55239  0.31
H -3.26372 -1.29395 -6.98903  0.38
H -9.37433 6.12753 9.47154  0.26
H -4.75368 5.09643 -1.66004  0.31
H 0.78637 11.62002 0.39030  0.42
H -4.80225 -2.71286 -5.81913  0.26
H -6.36817 -5.30443 -6.94009  0.34
H -8.79441 7.04408 -6.12608  0.26
H 1.71752 2.79116 3.06755  0.24
H -17.24886 10.25839 -0.72915  0.25
H -15.51365 2.47056 -3.04619  0.29
H -11.76493 12.26586 5.68457  0.32
H -1.44122 -4.17007 1.48795  0.25
H -10.58915 1.03797 -1.05926  0.39
H -6.23343 8.12812 1.79557  0.29
H -3.02128 -1.47645 -0.59232  0.31
H -12.17836 0.20891 -1.27313  0.31
H -9.89243 16.14716 4.35565  0.31
H -3.09059 5.21043 -1.40008  0.29
H -12.15809 8.54446 -6.13481  0.24
H -2.68324 -2.89810 -6.93280  0.41
H -3.78721 14.60002 -1.86618  0.42
H -10.20008 7.36631 -5.05954  0.31
H -15.71913 4.02345 -2.13578  0.31
H -4.73790 -3.95517 -7.13907  0.31
H 0.29177 3.79018 2.64999  0.26
H -2.47321 11.82329 -4.00867  0.33
H 1.40711 4.61174 -7.53307  0.28
H -1.51470 5.14620 6.59441  0.30

Cartesian forces (eV/Å) of the 6 atoms listed first:
O -1.0 0.9 1.3
O 0.5 0.3 -1.3
O -0.3 0.2 0.3
O 1.4 1.9 0.2
O 0.0 0.0 -0.4
O -0.9 -1.4 -1.1

We obtain energy relative to the best compared isomer or geometry (same formula, charge and spin) values of 342.3 281.3 20.5 195.8 kJ/mol for the records listed above, in that order.
We obtain E values of -16759.7602 -9378.6685 -40226.7367 -79155.0411 eV for the records listed above, in that order.